i.
The following is a DFT calculation (ωB97M-V/def2-TZVPD) of a single C3H6O2 molecule.

## Properties
- highest occupied orbital energy (eV) = -9.74
- lowest unoccupied orbital energy (eV) = 0.9
- SMILES string = COCC=O
- HOMO-LUMO gap (Eh) = 0.3925
- molecular weight (g/mol) = 74.1

Positions of all 11 atoms, in Å:
C -1.34 0.70 0.30
O -0.96 -0.49 -0.34
C 0.33 -0.88 0.01
C 1.46 -0.01 -0.56
O 2.57 -0.19 -0.11
H -1.40 0.57 1.39
H -0.63 1.52 0.09
H -2.32 0.96 -0.09
H 0.46 -1.91 -0.36
H 0.48 -0.94 1.11
H 1.38 0.71 -1.43

Atomic partial charges in e from the Löwdin method, atoms 1 to 5: C -0.1149; O -0.1871; C -0.2059; C -0.2281; O 0.0407

=====

ii.
The following is a DFT calculation (ωB97M-V/def2-TZVPD) of a single C3H6O2 molecule.

## Properties
- highest occupied orbital energy (eV) = -10.05
- lowest unoccupied orbital energy (eV) = 1.1
- SMILES string = OC[C@H]1CO1
- HOMO-LUMO gap (Eh) = 0.4087
- molecular weight (g/mol) = 74.1

Positions of all 11 atoms, in Å:
O 0.01 0.44 1.61
C 1.00 -0.07 0.69
C 0.35 -0.13 -0.71
C -1.11 -0.35 -0.73
O -0.55 0.96 -0.89
H -0.33 1.18 1.07
H 1.64 0.75 1.02
H 1.32 -1.10 0.95
H 0.90 -0.42 -1.61
H -1.62 -0.54 0.21
H -1.61 -0.71 -1.63

Atomic partial charges in e from the Löwdin method, atoms 1 to 5: O -0.1175; C -0.1618; C -0.2533; C -0.1019; O -0.0692

=====

In kJ/mol, relative to the most stable structure: i 0.0; ii 101.6.

=====

i.
The following is a DFT calculation (ωB97M-V/def2-TZVPD) of a molecular structure, C3H6O2.

## Properties
- highest occupied orbital energy (eV) = -9.69
- lowest unoccupied orbital energy (eV) = 1.0
- HOMO-LUMO gap (Eh) = 0.3916
- molecular weight (g/mol) = 74.1

Positions of all 11 atoms, in Å:
O 0.03 0.37 1.76
C 0.18 -0.36 0.59
C -0.98 -0.48 -0.42
O -0.10 -0.16 -1.51
C 0.84 0.23 -0.59
H -0.27 1.26 1.51
H 0.57 -1.33 0.90
H -1.46 -1.46 -0.56
H -1.75 0.29 -0.29
H 1.94 0.14 -0.88
H 1.00 1.49 -0.49

Atomic partial charges in e from the Löwdin method, atoms 1 to 5: O -0.0094; C -0.3643; C -0.1122; O -0.0749; C -0.2439

=====

ii.
The following is a DFT calculation (ωB97M-V/def2-TZVPD) of a single C3H6O2 molecule.

## Properties
- highest occupied orbital energy (eV) = -9.57
- lowest unoccupied orbital energy (eV) = 0.8
- SMILES string = COCC=O
- HOMO-LUMO gap (Eh) = 0.3812
- molecular weight (g/mol) = 74.1

Positions of all 11 atoms, in Å:
C -1.37 0.57 -0.06
O -0.80 -0.40 0.78
C 0.35 -0.86 0.13
C 1.52 0.10 -0.04
O 2.67 -0.27 -0.05
H -0.92 1.55 0.09
H -1.15 0.24 -1.10
H -2.43 0.62 0.20
H 0.07 -0.92 -0.96
H 0.69 -1.74 0.69
H 1.24 1.13 -0.35

Atomic partial charges in e from the Löwdin method, atoms 1 to 5: C -0.1200; O -0.1693; C -0.2042; C -0.2283; O 0.0568

=====

In kJ/mol, relative to the most stable structure: i 51.8; ii 0.0.

=====

i.
The following is a DFT calculation (ωB97M-V/def2-TZVPD) of 2 unconnected molecules or ions with the total composition C3H10OS2.

## Properties
- highest occupied orbital energy (eV) = -8.58
- lowest unoccupied orbital energy (eV) = 0.6
- SMILES string = CSCSC.O
- HOMO-LUMO gap (Eh) = 0.3367
- molecular weight (g/mol) = 126.2

Positions of all 16 atoms, in Å:
C -0.51 0.86 -2.55
S 0.37 -0.18 -1.26
C -1.00 -0.98 -0.36
S -2.04 0.06 0.63
C -0.84 0.89 1.72
H -1.11 0.13 -3.10
H 0.17 1.37 -3.25
H -1.18 1.61 -2.10
H -1.61 -1.52 -1.11
H -0.63 -1.73 0.37
H -1.37 1.82 1.99
H 0.12 1.17 1.26
H -0.64 0.32 2.65
O 3.58 -1.39 1.36
H 4.03 -0.93 2.10
H 2.65 -1.50 1.66

Atomic partial charges in e from the Löwdin method, atoms 1 to 5: C -0.3850; S 0.7094; C -0.8728; S 0.7265; C -0.4197

=====

ii.
The following is a DFT calculation (ωB97M-V/def2-TZVPD) of 2 unconnected molecules or ions with the total composition C3H10OS2.

## Properties
- highest occupied orbital energy (eV) = -8.67
- lowest unoccupied orbital energy (eV) = 0.1
- SMILES string = CCCSS.O
- HOMO-LUMO gap (Eh) = 0.3223
- molecular weight (g/mol) = 126.2

Positions of all 16 atoms, in Å:
C -0.40 -1.60 -1.40
C 0.58 -0.50 -1.08
C 0.82 -0.17 0.41
S 0.83 1.44 1.20
S 0.65 1.04 3.33
H -0.05 -2.51 -0.94
H -0.39 -1.75 -2.46
H -1.41 -1.43 -1.12
H 1.58 -0.68 -1.61
H 0.37 0.48 -1.53
H 0.10 -0.74 1.04
H 1.77 -0.55 0.78
H 1.65 0.11 3.50
O -2.00 2.07 -0.41
H -1.33 2.59 0.11
H -2.77 2.19 0.17

Atomic partial charges in e from the Löwdin method, atoms 1 to 5: C -0.1108; C -0.3077; C -0.6024; S 0.4323; S 0.2982

=====

In kJ/mol, relative to the most stable structure: i 0.0; ii 27.8.

=====

i.
The following is a DFT calculation (ωB97M-V/def2-TZVPD) of 2 unconnected molecules or ions with the total composition C3H10OS2.

## Properties
- highest occupied orbital energy (eV) = -8.02
- lowest unoccupied orbital energy (eV) = 0.6
- SMILES string = CCCSS.O
- HOMO-LUMO gap (Eh) = 0.3187
- molecular weight (g/mol) = 126.2

Positions of all 16 atoms, in Å:
C -1.88 -0.86 -1.09
C -1.02 -1.66 -0.11
C -1.26 -1.12 1.30
S -0.12 -1.67 2.62
S 1.09 -0.08 2.89
H -2.92 -1.14 -1.21
H -1.78 0.21 -0.91
H -1.44 -1.22 -2.06
H 0.05 -1.70 -0.31
H -1.27 -2.74 -0.21
H -2.23 -1.40 1.77
H -1.25 -0.04 1.35
H 0.31 0.95 2.56
O 4.46 3.84 -2.27
H 5.27 3.98 -1.75
H 4.00 4.64 -2.57

Atomic partial charges in e from the Löwdin method, atoms 1 to 5: C -0.1164; C -0.3226; C -0.5812; S 0.3874; S 0.2825

=====

ii.
The following is a DFT calculation (ωB97M-V/def2-TZVPD) of 2 unconnected molecules or ions with the total composition C3H10OS2.

## Properties
- highest occupied orbital energy (eV) = -8.60
- lowest unoccupied orbital energy (eV) = 0.4
- SMILES string = CCO.CSS
- HOMO-LUMO gap (Eh) = 0.3312
- molecular weight (g/mol) = 126.2

Positions of all 16 atoms, in Å:
C 0.02 1.29 2.36
C 0.64 0.36 1.17
O 0.59 -1.03 1.54
H -0.94 0.97 2.80
H -0.18 2.12 1.65
H 0.80 1.48 3.11
H 0.22 0.33 0.22
H 1.79 0.61 1.03
H 1.03 -1.15 2.37
C -0.93 -1.20 -1.58
S -0.34 0.42 -1.95
S 0.49 -0.18 -3.81
H -1.78 -1.44 -2.37
H -0.08 -1.98 -1.57
H -1.14 -1.36 -0.48
H -0.20 0.76 -4.48

Atomic partial charges in e from the Löwdin method, atoms 1 to 5: C -0.0563; C -0.2894; O -0.1243; H 0.0699; H 0.0610

=====

iii.
The following is a DFT calculation (ωB97M-V/def2-TZVPD) of 2 unconnected molecules or ions with the total composition C3H10OS2.

## Properties
- highest occupied orbital energy (eV) = -8.34
- lowest unoccupied orbital energy (eV) = 0.5
- SMILES string = CCO.CSS
- HOMO-LUMO gap (Eh) = 0.3237
- molecular weight (g/mol) = 126.2

Positions of all 16 atoms, in Å:
C 1.49 -2.92 1.37
C 2.22 -1.83 2.24
O 3.52 -2.14 2.71
H 1.00 -3.59 2.05
H 2.28 -3.44 0.70
H 0.91 -2.43 0.60
H 2.06 -0.88 1.68
H 1.52 -1.70 3.05
H 3.25 -2.84 3.31
C -2.13 3.84 -1.92
S -2.69 2.10 -2.12
S -3.84 2.27 -3.83
H -3.03 4.45 -2.05
H -1.83 4.13 -0.91
H -1.29 3.88 -2.57
H -3.45 1.09 -4.31

Atomic partial charges in e from the Löwdin method, atoms 1 to 5: C -0.0903; C -0.3394; O -0.0644; H 0.0536; H 0.1024

=====

iv.
The following is a DFT calculation (ωB97M-V/def2-TZVPD) of 2 unconnected molecules or ions with the total composition C3H10OS2.

## Properties
- highest occupied orbital energy (eV) = -9.26
- lowest unoccupied orbital energy (eV) = 0.5
- SMILES string = CCO.CSS
- HOMO-LUMO gap (Eh) = 0.3598
- molecular weight (g/mol) = 126.2

Positions of all 16 atoms, in Å:
C 2.62 0.54 -1.47
C 1.43 0.83 -0.57
O 1.75 0.37 0.73
H 2.75 -0.54 -1.54
H 2.37 0.87 -2.49
H 3.51 1.04 -1.13
H 0.51 0.37 -0.95
H 1.23 1.90 -0.58
H 1.03 0.61 1.33
C -2.73 0.04 0.71
S -3.02 -1.66 0.18
S -2.42 -2.73 1.84
H -2.26 0.61 -0.09
H -2.01 0.02 1.52
H -3.63 0.58 1.00
H -1.13 -2.86 1.50

Atomic partial charges in e from the Löwdin method, atoms 1 to 5: C -0.0892; C -0.3413; O -0.0796; H 0.0756; H 0.0791

=====

In kJ/mol, relative to the most stable structure: i 28.6; ii 136.3; iii 98.9; iv 0.0.

=====

i.
The following is a DFT calculation (ωB97M-V/def2-TZVPD) of 9 unconnected molecules or ions with the total composition C43H46BF4O15.

## Properties
- highest occupied orbital energy (eV) = -5.25
- charge = -1
- lowest unoccupied orbital energy (eV) = 2.0
- HOMO-LUMO gap (Eh) = 0.2648
- molecular weight (g/mol) = 889.6

Positions of all 109 atoms, in Å:
B 0.71 1.22 0.39
F 0.79 1.85 -0.92
F 1.32 -0.02 0.37
F 1.19 2.07 1.36
F -0.57 0.95 0.61
C 0.27 5.34 1.02
O 0.17 6.63 0.53
H 0.23 5.36 2.07
H 1.11 4.69 0.49
H -0.69 4.77 0.53
H -0.57 6.80 -0.10
C 2.94 -0.85 -4.23
C 1.81 -0.74 -3.42
C 1.26 -1.84 -2.92
C 1.58 -3.10 -3.36
C 2.54 -3.28 -4.40
C 3.34 -2.15 -4.72
O 4.21 -2.27 -5.81
O 0.17 -1.64 -2.04
H 3.60 -0.18 -4.53
H 1.58 0.09 -3.04
H 1.06 -3.81 -2.89
H 2.70 -4.22 -4.71
H 4.61 -1.29 -6.12
H 0.11 -0.88 -1.63
C -2.21 1.60 -3.60
C -3.14 0.96 -4.60
C -4.47 0.93 -4.36
C -4.99 1.58 -3.22
C -4.17 2.06 -2.22
C -2.76 2.10 -2.40
O -1.97 2.68 -1.43
O -5.29 0.48 -5.34
H -1.20 1.69 -3.85
H -2.71 0.50 -5.54
H -6.10 1.83 -3.19
H -4.63 2.50 -1.39
H -1.10 3.03 -1.79
H -6.24 0.50 -5.56
C -0.95 -4.63 0.58
C -0.71 -3.44 0.96
C -0.26 -3.04 2.23
C -0.28 -3.97 3.20
C -0.56 -5.31 2.81
C -0.98 -5.61 1.58
O -1.46 -6.85 1.24
O 0.24 -1.75 2.49
H -1.53 -4.74 -0.15
H -0.71 -2.75 0.10
H -0.11 -3.74 4.14
H -0.45 -5.98 3.47
H -1.89 -7.34 2.00
H 0.51 -1.20 1.57
C -3.56 -1.51 2.11
C -4.19 -2.74 2.45
C -5.49 -2.67 3.07
C -6.05 -1.43 3.32
C -5.48 -0.24 2.86
C -4.18 -0.27 2.25
O -3.55 0.84 1.93
O -6.19 -3.80 3.25
H -2.66 -1.56 1.40
H -3.70 -3.58 2.10
H -6.98 -1.53 3.70
H -6.08 0.62 3.05
H -2.60 0.78 1.62
H -6.76 -4.03 4.08
C -0.61 2.90 5.61
C -0.36 3.86 6.61
C 0.69 4.76 6.33
C 1.48 4.66 5.17
C 1.22 3.64 4.22
C 0.05 2.86 4.38
O -0.21 1.82 3.55
O 0.97 5.82 7.22
H -1.39 2.20 5.96
H -0.87 4.06 7.48
H 2.55 5.32 5.14
H 1.59 3.63 3.32
H 0.19 1.96 2.68
H 1.83 6.13 7.23
C 4.18 3.53 -4.22
C 3.05 3.47 -3.37
C 1.77 3.22 -3.87
C 1.69 2.82 -5.28
C 2.87 2.81 -6.05
C 4.14 3.20 -5.50
O 5.31 3.20 -6.21
O 0.63 3.25 -3.11
H 5.21 3.88 -3.72
H 3.21 3.88 -2.40
H 0.80 2.58 -5.72
H 2.84 2.57 -7.15
H 5.82 3.85 -5.61
H 0.93 2.70 -2.41
C 3.81 -3.34 2.75
C 3.63 -4.70 2.62
C 2.82 -5.20 1.64
C 2.49 -4.29 0.46
C 2.61 -2.89 0.64
C 3.37 -2.43 1.69
O 3.57 -1.13 1.83
O 2.48 -6.53 1.62
H 4.20 -2.94 3.68
H 4.04 -5.26 3.41
H 1.92 -4.90 -0.20
H 2.19 -2.17 -0.10
H 3.39 -0.39 1.35
H 2.01 -6.88 0.89

Atomic partial charges in e from the Löwdin method, atoms 1 to 5: B -1.3174; F 0.0759; F 0.1478; F 0.1606; F 0.2097

=====

ii.
The following is a DFT calculation (ωB97M-V/def2-TZVPD) of 9 unconnected molecules or ions with the total composition C43H46BF4O15.

## Properties
- highest occupied orbital energy (eV) = -5.46
- charge = -1
- lowest unoccupied orbital energy (eV) = 2.1
- HOMO-LUMO gap (Eh) = 0.2779
- molecular weight (g/mol) = 889.6

Positions of all 109 atoms, in Å:
B -20.13 -15.84 -31.33
F -19.18 -14.84 -31.90
F -21.06 -15.10 -30.53
F -20.66 -16.55 -32.38
F -19.41 -16.58 -30.42
C -18.28 -17.64 -34.62
O -17.43 -17.66 -35.68
H -18.97 -18.45 -34.61
H -19.10 -16.88 -34.80
H -17.77 -17.63 -33.64
H -16.60 -17.51 -35.59
C -19.97 -10.25 -30.67
C -19.46 -11.55 -30.13
C -19.85 -12.04 -28.94
C -20.30 -11.09 -28.01
C -20.54 -9.73 -28.28
C -20.36 -9.31 -29.57
O -20.34 -8.05 -29.96
O -19.48 -13.26 -28.54
H -19.77 -9.88 -31.68
H -19.07 -12.23 -30.75
H -20.67 -11.47 -27.05
H -20.62 -9.15 -27.65
H -19.92 -7.80 -30.78
H -19.30 -13.79 -29.24
C -15.52 -14.10 -30.01
C -14.65 -13.56 -29.04
C -13.83 -14.40 -28.28
C -13.91 -15.82 -28.73
C -14.84 -16.40 -29.63
C -15.72 -15.42 -30.29
O -16.53 -16.04 -31.15
O -12.93 -13.84 -27.52
H -16.30 -13.22 -30.63
H -14.83 -12.55 -28.93
H -13.19 -16.52 -28.17
H -14.98 -17.52 -29.77
H -16.86 -15.85 -31.91
H -12.17 -14.25 -27.18
C -21.40 -15.16 -25.35
C -21.32 -15.70 -26.59
C -22.24 -16.55 -27.14
C -23.21 -17.10 -26.31
C -23.34 -16.59 -25.09
C -22.49 -15.69 -24.55
O -22.43 -15.33 -23.21
O -22.21 -16.84 -28.53
H -20.45 -14.58 -24.86
H -20.48 -15.21 -27.17
H -23.93 -17.77 -26.73
H -24.18 -16.85 -24.44
H -22.84 -15.96 -22.39
H -21.67 -16.42 -29.24
C -19.20 -18.59 -26.82
C -19.43 -18.84 -25.45
C -18.87 -19.94 -24.91
C -18.17 -20.85 -25.67
C -17.80 -20.53 -27.02
C -18.37 -19.31 -27.53
O -18.17 -19.08 -28.83
O -19.04 -20.21 -23.60
H -19.59 -17.57 -27.22
H -19.98 -18.05 -25.05
H -17.80 -21.82 -25.03
H -16.98 -21.02 -27.58
H -18.81 -18.19 -29.16
H -18.97 -21.14 -23.28
C -21.45 -21.17 -32.15
C -21.83 -22.12 -33.20
C -21.99 -21.60 -34.47
C -22.01 -20.26 -34.74
C -21.72 -19.33 -33.70
C -21.31 -19.80 -32.45
O -20.98 -18.96 -31.42
O -22.33 -22.48 -35.43
H -21.42 -21.54 -31.14
H -21.91 -23.23 -32.85
H -22.27 -19.93 -35.65
H -21.65 -18.29 -33.85
H -20.50 -18.13 -31.68
H -22.88 -22.05 -36.17
C -18.92 -11.02 -34.88
C -18.54 -12.17 -34.42
C -17.44 -12.28 -33.50
C -16.81 -11.02 -33.11
C -17.18 -9.80 -33.70
C -18.29 -9.82 -34.65
O -18.78 -8.61 -35.22
O -17.16 -13.46 -32.97
H -19.62 -10.91 -35.80
H -18.94 -13.04 -34.85
H -15.95 -11.20 -32.36
H -16.74 -8.98 -33.24
H -19.21 -8.71 -35.99
H -17.90 -13.96 -32.23
C -25.46 -14.83 -29.05
C -25.96 -14.54 -27.71
C -24.95 -13.88 -26.82
C -23.68 -13.39 -27.39
C -23.34 -13.84 -28.68
C -24.18 -14.47 -29.44
O -23.88 -14.86 -30.76
O -25.26 -13.78 -25.55
H -26.18 -15.19 -29.77
H -26.86 -14.82 -27.23
H -22.81 -13.26 -26.69
H -22.51 -13.58 -29.17
H -23.01 -14.56 -31.23
H -24.79 -13.35 -24.85

Atomic partial charges in e from the Löwdin method, atoms 1 to 5: B -1.1580; F 0.0339; F 0.0915; F 0.1670; F 0.1637

=====

In kJ/mol, relative to the most stable structure: i 0.0; ii 303.6.